(1)
ORCA calculation (ωB97M-V/def2-TZVPD) on a cluster of 10 separate species, C52H137N19O13P6 in total.

Structure (XYZ):
```
227
C52H137N19O13P6 | the OMol25 dataset | ωB97M-V/def2-TZVPD
O 5.805 -3.081 -5.068
P 7.294 -3.048 -5.006
N 8.045 -4.017 -6.243
C 9.435 -4.373 -6.286
C 7.143 -5.013 -6.846
N 7.984 -3.598 -3.489
C 7.269 -4.601 -2.716
C 9.381 -3.620 -3.236
N 8.051 -1.502 -5.180
C 7.991 -0.549 -4.109
C 7.991 -0.809 -6.481
H 10.141 -3.682 -5.826
H 9.789 -4.484 -7.311
H 9.586 -5.324 -5.775
H 6.748 -5.614 -6.027
H 7.589 -5.555 -7.680
H 6.317 -4.489 -7.325
H 6.528 -4.192 -2.028
H 6.802 -5.292 -3.417
H 7.940 -5.215 -2.116
H 9.645 -3.315 -2.223
H 9.850 -4.571 -3.491
H 9.960 -2.961 -3.883
H 8.176 -1.034 -3.151
H 8.770 0.204 -4.223
H 7.014 -0.066 -4.150
H 6.971 -0.456 -6.630
H 8.117 -1.559 -7.263
H 8.619 0.079 -6.414
O -8.277 3.243 8.862
P -7.982 1.846 8.528
N -8.490 0.808 9.747
C -8.590 -0.664 9.618
C -8.316 1.294 11.107
N -6.399 1.495 7.963
C -5.801 2.462 6.959
C -5.523 0.353 8.318
N -8.870 1.397 7.169
C -8.592 0.099 6.391
C -9.675 2.412 6.443
H -7.664 -1.031 9.176
H -9.371 -0.952 8.914
H -8.805 -1.160 10.565
H -8.687 0.519 11.778
H -8.896 2.209 11.233
H -7.264 1.416 11.364
H -6.430 2.395 6.071
H -5.541 3.441 7.361
H -4.882 2.024 6.569
H -5.796 -0.023 9.304
H -5.519 -0.426 7.555
H -4.468 0.528 8.525
H -7.935 -0.501 7.021
H -9.518 -0.467 6.295
H -8.116 0.287 5.428
H -10.476 2.733 7.109
H -10.180 1.978 5.580
H -9.040 3.239 6.126
O -3.833 7.265 0.617
P -4.619 8.288 -0.098
N -5.647 7.569 -1.302
C -5.042 7.146 -2.550
C -6.597 6.610 -0.702
N -3.746 9.574 -0.914
C -4.507 10.631 -1.679
C -2.409 9.992 -0.442
N -5.649 9.127 1.015
C -5.384 9.338 2.456
C -6.871 9.947 0.523
H -4.177 6.489 -2.464
H -4.586 8.038 -2.978
H -5.782 6.686 -3.206
H -7.062 6.998 0.204
H -6.056 5.696 -0.457
H -7.303 6.299 -1.472
H -5.416 10.166 -2.058
H -4.739 11.415 -0.958
H -3.895 10.952 -2.522
H -1.821 9.146 -0.084
H -1.876 10.427 -1.287
H -2.542 10.811 0.264
H -6.060 8.831 3.145
H -4.382 8.929 2.582
H -5.355 10.404 2.682
H -7.837 9.578 0.868
H -6.940 9.806 -0.556
H -6.760 11.007 0.748
O -6.642 -4.563 -8.389
P -6.366 -3.140 -8.638
N -4.682 -2.893 -8.880
C -4.015 -1.597 -8.784
C -3.992 -3.871 -9.676
N -6.816 -2.304 -7.229
C -7.355 -3.024 -6.094
C -6.674 -0.858 -7.101
N -7.260 -2.482 -9.915
C -8.753 -2.668 -9.866
C -6.648 -2.225 -11.117
H -4.197 -1.228 -7.775
H -4.309 -0.863 -9.534
H -2.948 -1.748 -8.948
H -3.021 -4.121 -9.249
H -3.935 -3.578 -10.725
H -4.464 -4.845 -9.803
H -7.309 -2.407 -5.196
H -8.417 -3.260 -6.145
H -6.739 -3.900 -5.893
H -6.085 -0.391 -7.891
H -7.731 -0.600 -7.168
H -6.276 -0.631 -6.112
H -8.972 -3.735 -9.838
H -9.123 -2.093 -9.017
H -9.279 -2.315 -10.753
H -6.068 -3.013 -11.597
H -5.901 -1.440 -11.001
H -7.349 -1.764 -11.813
O 2.166 9.552 -7.187
P 3.305 8.596 -7.132
N 2.828 7.079 -6.612
C 2.162 6.083 -7.517
C 2.400 6.865 -5.214
N 4.458 9.152 -5.972
C 4.486 10.550 -5.636
C 5.706 8.474 -5.719
N 4.191 8.190 -8.566
C 5.369 7.307 -8.630
C 3.690 8.648 -9.870
H 2.538 6.267 -8.523
H 1.091 6.279 -7.570
H 2.214 5.019 -7.286
H 3.070 7.353 -4.506
H 2.445 5.794 -5.014
H 1.438 7.309 -4.961
H 5.089 10.761 -4.753
H 5.013 11.101 -6.416
H 3.489 10.935 -5.422
H 6.234 8.794 -4.821
H 5.556 7.406 -5.562
H 6.498 8.661 -6.444
H 5.306 6.740 -9.559
H 6.210 7.992 -8.523
H 5.465 6.631 -7.781
H 3.914 9.677 -10.151
H 2.617 8.458 -9.894
H 4.004 7.985 -10.676
O 11.175 -1.067 5.554
P 10.374 -1.686 6.587
N 10.793 -3.355 6.846
C 11.411 -4.152 5.741
C 10.139 -4.186 7.844
N 8.674 -1.671 6.278
C 8.129 -0.996 5.101
C 7.649 -2.106 7.245
N 10.502 -0.892 8.125
C 10.059 0.519 8.329
C 11.264 -1.469 9.268
H 11.696 -5.141 6.098
H 12.269 -3.613 5.340
H 10.620 -4.346 5.016
H 10.791 -4.974 8.222
H 9.267 -4.673 7.408
H 9.839 -3.566 8.688
H 8.838 -0.480 4.454
H 7.566 -1.635 4.421
H 7.494 -0.210 5.510
H 7.274 -1.317 7.896
H 6.826 -2.538 6.675
H 7.994 -2.826 7.988
H 10.846 1.211 8.030
H 9.174 0.856 7.791
H 9.837 0.786 9.362
H 11.691 -2.447 9.045
H 10.674 -1.458 10.185
H 12.123 -0.832 9.478
O -4.597 -11.400 3.762
C -5.000 -10.284 3.412
O -6.255 -10.260 2.969
C -6.681 -8.934 2.476
C -5.410 -8.113 2.486
C -4.387 -8.877 3.356
H -7.358 -8.449 3.180
H -7.266 -8.881 1.557
H -5.460 -7.031 2.611
H -4.993 -8.123 1.479
H -4.360 -8.316 4.290
H -3.428 -8.919 2.841
O -0.968 -2.486 1.504
C -0.650 -1.836 0.506
O 0.467 -1.000 0.433
C 0.571 -0.269 -0.734
C -0.595 -0.678 -1.560
C -1.246 -1.906 -0.921
H 1.478 -0.498 -1.293
H 0.504 0.790 -0.484
H -0.234 -0.899 -2.565
H -1.375 0.068 -1.711
H -0.855 -2.788 -1.428
H -2.335 -1.923 -0.941
O -0.681 -11.370 -7.773
C -0.918 -10.619 -6.859
O -0.153 -9.523 -6.667
C -0.680 -8.796 -5.529
C -2.045 -9.410 -5.111
C -2.072 -10.694 -5.811
H -0.819 -7.761 -5.841
H 0.066 -8.890 -4.739
H -2.841 -8.754 -5.463
H -2.139 -9.467 -4.027
H -3.001 -10.986 -6.302
H -1.789 -11.547 -5.196
C 0.677 -1.983 14.205
C -0.061 -3.042 13.327
C 0.707 -3.565 12.062
O -0.117 -4.474 11.268
C 0.522 -4.908 10.039
N -0.367 -4.222 14.192
H 0.680 -1.015 13.704
H 1.712 -2.265 14.395
H 0.187 -1.877 15.173
H -1.021 -2.583 13.091
H 1.517 -4.147 12.501
H 1.137 -2.734 11.502
H 0.828 -3.978 9.559
H 0.008 -5.614 9.386
H 1.402 -5.528 10.206
H 0.545 -4.427 14.574
H -0.425 -5.027 13.584
```

SMILES = CN(C)P(=O)(N(C)C)N(C)C.CN(C)P(=O)(N(C)C)N(C)C.CN(C)P(=O)(N(C)C)N(C)C.CN(C)P(=O)(N(C)C)N(C)C.CN(C)P(=O)(N(C)C)N(C)C.CN(C)P(=O)(N(C)C)N(C)C.COC[C@H](C)N.O=C1CCCO1.O=C1CCCO1.O=C1CCCO1
energy = -166809.6042 eV

(2)
ORCA calculation (ωB97M-V/def2-TZVPD) on a cluster of 11 separate species, C52H139N17O13P4 in total.

Structure (XYZ):
```
225
C52H139N17O13P4 | the OMol25 dataset | ωB97M-V/def2-TZVPD
O -21.938 -25.730 -13.340
P -22.070 -25.635 -14.814
N -20.566 -25.600 -15.563
C -19.862 -24.354 -15.513
C -19.782 -26.850 -15.847
N -23.001 -24.292 -15.365
C -23.644 -23.446 -14.334
C -22.954 -23.814 -16.725
N -22.826 -26.993 -15.538
C -22.765 -27.247 -16.942
C -24.062 -27.404 -14.951
H -19.334 -24.146 -14.582
H -20.574 -23.533 -15.601
H -19.105 -24.290 -16.295
H -18.931 -26.850 -15.167
H -19.560 -26.940 -16.910
H -20.263 -27.787 -15.567
H -22.953 -22.685 -13.973
H -24.567 -23.011 -14.717
H -23.802 -24.080 -13.461
H -23.425 -22.832 -16.756
H -21.934 -23.877 -17.103
H -23.560 -24.459 -17.362
H -21.857 -26.804 -17.353
H -22.772 -28.280 -17.288
H -23.562 -26.741 -17.487
H -24.343 -28.405 -15.278
H -24.869 -26.673 -15.008
H -23.905 -27.531 -13.880
O -23.973 -21.457 -8.299
P -22.893 -20.986 -9.215
N -23.371 -19.797 -10.382
C -22.405 -18.993 -11.091
C -24.791 -19.705 -10.836
N -22.335 -22.295 -10.212
C -21.201 -22.087 -11.128
C -23.242 -23.298 -10.700
N -21.482 -20.319 -8.429
C -21.443 -18.920 -8.028
C -20.591 -21.220 -7.634
H -22.667 -17.942 -10.965
H -22.392 -19.178 -12.165
H -21.430 -19.297 -10.710
H -25.452 -19.596 -9.976
H -25.086 -20.590 -11.400
H -24.972 -18.866 -11.508
H -20.856 -23.012 -11.591
H -21.527 -21.437 -11.939
H -20.297 -21.750 -10.620
H -23.849 -23.589 -9.842
H -23.944 -22.854 -11.406
H -22.718 -24.112 -11.200
H -22.456 -18.518 -8.048
H -20.888 -18.819 -7.096
H -20.829 -18.483 -8.816
H -19.517 -21.046 -7.687
H -20.788 -22.233 -7.986
H -20.820 -21.167 -6.569
O -13.184 -29.853 -17.684
P -14.432 -29.071 -17.806
N -14.234 -27.434 -17.273
C -13.543 -27.347 -16.013
C -15.193 -26.367 -17.512
N -15.726 -29.771 -16.902
C -15.791 -31.202 -16.585
C -16.777 -28.947 -16.354
N -15.077 -28.917 -19.403
C -16.068 -29.883 -19.947
C -14.274 -28.384 -20.466
H -13.122 -26.379 -15.741
H -12.619 -27.924 -15.974
H -14.121 -27.812 -15.214
H -14.724 -25.398 -17.344
H -16.041 -26.437 -16.830
H -15.531 -26.382 -18.548
H -15.984 -31.860 -17.432
H -14.814 -31.486 -16.193
H -16.519 -31.306 -15.780
H -17.208 -28.330 -17.143
H -17.680 -29.504 -16.103
H -16.332 -28.419 -15.511
H -15.806 -30.547 -20.771
H -16.443 -30.497 -19.128
H -16.953 -29.343 -20.286
H -14.185 -27.308 -20.315
H -14.812 -28.612 -21.386
H -13.283 -28.836 -20.506
O -21.871 -20.457 -18.643
P -20.659 -19.622 -18.351
N -20.580 -18.224 -19.250
C -21.620 -17.191 -19.121
C -20.067 -18.344 -20.608
N -19.176 -20.440 -18.593
C -17.862 -19.784 -18.403
C -19.140 -21.934 -18.768
N -20.447 -19.167 -16.713
C -20.804 -20.147 -15.688
C -19.595 -18.075 -16.232
H -21.397 -16.325 -19.744
H -22.004 -17.057 -18.110
H -22.504 -17.587 -19.621
H -19.204 -19.009 -20.654
H -19.664 -17.425 -21.032
H -20.849 -18.695 -21.281
H -17.147 -20.027 -19.189
H -17.949 -18.710 -18.237
H -17.475 -20.261 -17.503
H -19.954 -22.285 -19.402
H -18.149 -22.164 -19.162
H -19.204 -22.368 -17.770
H -20.884 -19.854 -14.641
H -21.821 -20.486 -15.883
H -20.206 -21.055 -15.618
H -18.549 -18.359 -16.116
H -19.963 -17.917 -15.218
H -19.691 -17.189 -16.860
O -19.650 -18.363 -12.140
C -18.585 -18.028 -12.682
O -18.073 -18.849 -13.660
C -16.707 -18.462 -13.970
C -16.306 -17.379 -12.935
C -17.602 -16.946 -12.298
H -16.688 -17.860 -14.878
H -16.075 -19.342 -14.092
H -15.771 -16.538 -13.378
H -15.686 -17.865 -12.182
H -17.822 -15.912 -12.564
H -17.622 -16.939 -11.208
O -17.960 -28.040 -12.869
C -18.741 -28.960 -12.701
O -18.421 -30.191 -12.448
C -19.579 -31.014 -12.639
C -20.741 -30.134 -12.364
C -20.304 -28.823 -12.820
H -19.584 -31.860 -11.952
H -19.536 -31.445 -13.640
H -21.072 -30.131 -11.325
H -21.486 -30.600 -13.009
H -20.618 -28.010 -12.164
H -20.597 -28.780 -13.869
C -13.216 -22.138 -9.615
C -14.059 -21.265 -8.729
C -15.485 -21.694 -8.320
O -16.220 -22.161 -9.530
C -17.358 -22.964 -9.165
N -13.227 -21.091 -7.534
H -13.858 -22.543 -10.397
H -12.834 -23.018 -9.099
H -12.363 -21.665 -10.102
H -14.110 -20.281 -9.194
H -15.970 -20.836 -7.856
H -15.326 -22.478 -7.579
H -17.881 -22.384 -8.404
H -17.123 -23.982 -8.855
H -18.018 -23.054 -10.028
H -13.632 -20.453 -6.863
H -12.306 -20.758 -7.784
C -14.296 -24.322 -20.194
C -14.259 -22.847 -19.880
C -14.411 -22.520 -18.420
O -15.693 -22.833 -17.825
C -15.766 -22.771 -16.453
N -12.988 -22.332 -20.337
H -15.293 -24.635 -19.883
H -13.646 -25.013 -19.657
H -14.267 -24.499 -21.269
H -15.086 -22.415 -20.444
H -14.240 -21.452 -18.289
H -13.635 -23.069 -17.886
H -15.133 -23.495 -15.941
H -16.828 -22.912 -16.251
H -15.586 -21.742 -16.140
H -12.473 -22.959 -20.938
H -13.166 -21.527 -20.920
C -12.356 -28.417 -11.127
C -11.353 -28.047 -10.059
C -9.906 -28.410 -10.533
O -9.711 -29.788 -10.791
C -8.372 -30.300 -10.970
N -11.519 -26.648 -9.808
H -12.124 -27.757 -11.963
H -13.396 -28.256 -10.845
H -12.348 -29.425 -11.542
H -11.563 -28.543 -9.112
H -9.139 -28.115 -9.817
H -9.562 -27.819 -11.383
H -7.658 -29.748 -11.582
H -8.417 -31.283 -11.438
H -7.819 -30.403 -10.035
H -11.426 -26.437 -8.825
H -12.467 -26.369 -10.015
C -11.183 -31.811 -13.570
C -12.147 -31.571 -14.690
C -13.165 -30.512 -14.219
O -14.126 -31.040 -13.358
C -15.119 -30.107 -12.845
N -11.459 -31.129 -15.864
H -11.728 -32.144 -12.688
H -10.541 -30.987 -13.258
H -10.466 -32.597 -13.809
H -12.732 -32.455 -14.942
H -13.561 -29.994 -15.092
H -12.641 -29.703 -13.708
H -16.027 -30.648 -12.581
H -15.443 -29.317 -13.522
H -14.754 -29.617 -11.942
H -11.324 -31.923 -16.473
H -12.088 -30.518 -16.365
C -14.818 -25.662 -12.671
C -16.304 -25.148 -12.690
C -16.430 -23.636 -12.668
O -17.811 -23.219 -12.786
C -17.824 -21.857 -13.097
N -16.901 -25.666 -13.897
H -14.332 -25.338 -13.591
H -14.767 -26.751 -12.656
H -14.153 -25.328 -11.874
H -16.828 -25.597 -11.847
H -15.837 -23.222 -13.484
H -16.143 -23.283 -11.678
H -17.461 -21.678 -14.109
H -17.176 -21.231 -12.484
H -18.835 -21.454 -13.151
H -16.834 -26.668 -13.797
H -17.876 -25.405 -13.869
```

energy = -145274.6618 eV
total charge = +1
multiplicity = 2